Model A:
The molecule C4H9N5. Source: the OMol25 dataset; level of theory: the ωB97M-V functional and the def2-TZVPD basis.

Last column: natural (NBO) charge in e.
Element x y z (Å)
H (1.661, 1.387, -0.892)  0.31
N (1.122, 2.164, -0.527)  -0.64
C (0.055, 1.642, -0.081)  0.28
N (-0.317, 0.309, -0.055)  -0.54
C (0.502, -0.591, -0.771)  0.26
N (1.562, -1.079, -0.439)  -0.38
C (2.324, -0.614, 0.706)  -0.47
C (-1.694, -0.014, 0.056)  0.59
N (-1.986, -1.335, -0.303)  -0.84
N (-2.489, 0.933, 0.361)  -0.73
H (-3.481, 0.611, 0.280)  0.34
H (-0.679, 2.357, 0.369)  0.22
H (0.057, -0.878, -1.742)  0.18
H (1.840, 0.040, 1.454)  0.19
H (3.147, -0.002, 0.277)  0.22
H (2.709, -1.398, 1.330)  0.21
H (-1.329, -2.009, 0.101)  0.40
H (-3.004, -1.525, -0.124)  0.40

**Frontier orbital gap**: 10.035 eV
**SMILES string**: [H]/N=C\N(/C=N\C)/C(N)=N/[H]


Model B:
The molecule C4H9N5. Source: the OMol25 dataset; level of theory: the ωB97M-V functional and the def2-TZVPD basis.

Last column: natural (NBO) charge in e.
Element x y z (Å)
C (1.343, -1.385, 0.833)  -0.61
C (0.687, -0.046, 0.523)  -0.11
N (-0.183, 0.341, 1.637)  -0.44
N (-0.645, 1.671, 1.626)  -0.66
C (-0.150, -0.159, -0.708)  0.34
N (-0.728, -1.240, -1.178)  -0.48
C (-1.387, -0.810, -2.271)  0.13
N (-1.252, 0.472, -2.508)  -0.29
N (-0.463, 0.888, -1.508)  -0.36
H (0.568, -2.127, 0.993)  0.24
H (1.961, -1.700, -0.003)  0.22
H (1.963, -1.307, 1.723)  0.21
H (1.466, 0.727, 0.341)  0.17
H (0.298, 0.186, 2.519)  0.35
H (0.085, 2.342, 1.364)  0.31
H (-1.414, 1.748, 0.967)  0.35
H (-1.968, -1.456, -2.895)  0.20
H (-0.180, 1.855, -1.454)  0.41

**Frontier orbital gap**: 10.365 eV
**SMILES string**: C[C@H](NN)c1ncn[nH]1


model B ends up most stable, edging out the next structure by 0.0121 hartree.